(1)
DFT (the ωB97M-V functional and the def2-TZVPD basis) results for a molecular structure, C33H31IN9O3PrS in a non-equilibrium geometry.

Values from the calculation:
Molar mass (g mol⁻¹): 901.6
Total charge: +2
Spin multiplicity: 3
Max |F| (eV/Å): 2.521
HOMO (spin up / spin down) (eV): -12.7321 / -12.7349

XYZ file:
```
79
Properties=species:S:1:pos:R:3:forces:R:3:mulliken_charge:R:1
Pr -0.019446 0.216794 -0.357560 -0.74 -1.09 -0.17 0.64
I 1.819450 -3.761687 1.149466 0.96 -0.05 0.15 0.15
S -0.311760 4.798761 -1.347747 -0.62 -0.45 -0.45 -0.27
O -0.377841 -2.004238 -1.383564 0.64 -0.51 0.66 -0.50
O -2.684998 -3.099867 -3.382766 -0.34 -0.22 0.75 -0.44
O -6.477462 -1.014336 -2.586797 1.00 -0.50 0.38 -0.59
N 0.609548 2.595780 -0.408607 0.20 -0.40 0.14 0.75
N 1.109931 -0.027132 1.610957 1.47 -0.05 0.11 1.32
N -1.404851 2.241648 -1.541375 -0.25 -0.09 1.52 -0.39
N -5.015380 -2.673555 -3.032743 -0.08 -0.69 -0.94 -0.10
N 3.459869 -0.250617 -0.166666 0.47 -0.05 0.50 -1.04
N -2.656316 -0.581035 0.092637 -0.40 0.09 -0.92 0.29
N 2.356802 -0.097799 -0.723518 -0.53 -0.28 -1.32 1.66
N 1.300678 0.198511 -2.705177 -1.01 0.87 -1.34 0.36
N -0.639127 -4.192619 -1.735958 0.42 1.47 0.13 -0.22
C -1.438783 1.652119 3.709626 0.13 0.65 -0.76 -0.75
C 3.665471 -0.251477 -2.830447 -1.76 0.20 -1.74 -1.08
C -0.353458 3.083752 -1.106222 -0.29 1.17 -0.25 0.08
C 3.087441 5.749702 0.559200 0.09 0.35 0.12 -0.57
C -0.314507 -3.178162 -0.931730 -1.03 -0.02 -0.60 0.11
C -3.318154 -0.463287 1.250479 0.92 -0.15 0.26 0.16
C 1.148309 4.841411 -0.483818 1.20 0.46 1.58 0.63
C 1.901335 5.975187 -0.119624 0.10 -0.99 -0.48 -0.64
C 2.401816 0.217641 -4.792397 -0.36 0.42 -2.46 -0.77
C 3.985310 -0.538553 3.860965 -0.74 0.50 0.12 -0.80
C 4.811337 -0.551273 1.658551 -0.03 0.37 -1.44 -0.38
C 2.403266 -0.172262 2.082079 -0.94 -0.04 -0.54 1.15
C -4.715327 -1.341978 -0.969129 0.15 0.75 -0.73 0.13
C -5.388386 -1.120204 0.229017 -0.64 -0.16 0.80 -0.53
C 3.476013 4.477770 0.991011 -1.55 -0.46 -1.21 -0.86
C 3.506358 -0.282858 1.179577 0.23 -0.40 0.49 -0.27
C -5.487450 -1.654427 -2.273800 -0.33 0.80 1.19 0.09
C -0.471272 1.418116 2.707213 -0.76 -0.87 1.38 0.01
C -3.357684 -0.991117 -1.003904 0.19 -0.18 1.19 -0.34
C 1.510382 3.558206 -0.003661 0.06 0.68 -0.85 -0.51
C -0.126701 -3.443451 0.531556 -0.80 1.44 -0.17 -0.13
C -3.935566 -3.585831 -2.812286 1.11 1.55 0.61 -0.51
C 2.457095 -0.094527 -2.152806 0.77 0.35 0.67 0.41
C 0.125877 0.149223 2.598493 -0.86 0.87 0.27 -0.78
C 5.045221 -0.727614 2.960835 -0.23 0.15 1.06 -1.06
C -1.869575 0.596522 4.488623 -0.77 1.07 1.20 -0.62
C 3.604722 -0.096130 -4.217230 1.20 -0.17 1.84 -0.52
C -1.308845 -0.666921 4.356539 0.21 -0.87 0.61 -1.23
C 2.698206 3.363892 0.691107 0.43 0.27 0.84 0.05
C -4.652662 -0.763650 1.365925 -0.48 0.39 -1.07 -0.85
C -0.280177 -0.892657 3.437939 -0.77 0.27 -0.40 0.40
C 2.688843 -0.226378 3.460831 2.31 -0.46 -0.91 -1.38
C 1.272668 0.404728 -4.066013 -0.25 -0.82 2.13 -0.44
H 1.575022 6.947289 -0.443709 0.16 0.28 0.02 0.45
H 4.539912 -0.156931 -4.760469 -0.26 -0.15 -0.31 0.46
H 1.957187 -0.006338 4.172593 -0.95 0.12 0.94 0.75
H -0.707321 -4.282329 0.838009 -0.40 -0.63 0.20 0.72
H 2.323041 0.332366 -5.882293 0.17 0.04 0.52 0.39
H 3.024690 2.399954 1.081214 -0.33 0.05 -0.32 0.31
H -1.020119 -3.882621 -2.618563 -0.11 -0.32 -0.38 0.24
H 0.208527 -1.839933 3.241697 -0.12 -0.20 0.53 0.49
H -5.138164 -0.549490 2.283727 -0.45 -0.10 0.71 0.53
H 4.533012 -0.507613 -2.316286 1.30 -0.23 0.71 0.64
H -6.497391 -1.193993 0.331729 1.07 -0.17 -0.39 0.45
H -5.528784 -2.738630 -3.904422 0.00 -0.22 0.07 0.26
H -1.853312 2.674035 3.894548 0.44 -1.03 -0.37 0.37
H 6.029178 -0.897080 3.320655 0.63 -0.24 0.31 0.47
H -2.281389 2.552850 -1.120341 0.04 -0.22 -0.10 0.32
H -2.761720 -1.040866 -1.900917 -0.12 -0.22 -0.33 0.57
H 4.210816 -0.552152 4.915903 -0.08 -0.13 0.18 0.44
H -2.806907 -2.897373 -4.307879 -0.19 -0.02 -0.49 0.26
H 0.326495 0.654171 -4.529535 0.02 0.00 0.15 0.47
H 5.605079 -0.556578 0.909688 -0.21 -0.19 0.23 0.48
H -1.648988 -1.452051 5.059142 0.33 0.38 -0.69 0.41
H -4.102243 -4.569595 -3.175839 -0.67 -0.69 -0.59 0.42
H -2.616481 0.877202 5.283836 0.81 -0.87 -0.87 0.38
H 4.379397 4.326610 1.501977 1.07 0.01 0.65 0.53
H -3.734656 -3.667920 -1.739895 -0.04 0.09 -0.17 0.33
H -2.726741 -0.119340 2.117401 -0.42 -0.21 -0.52 -0.03
H -0.134725 2.216857 2.103493 0.49 0.79 -0.57 0.58
H -0.687917 -5.142852 -1.461142 0.08 -0.67 0.33 0.22
H 3.768085 6.567124 0.763613 -0.24 0.14 0.06 0.40
H -1.533808 2.245663 -2.517591 -0.08 0.07 -1.49 0.30
H -0.539963 -2.534592 1.022580 0.38 -0.66 0.00 -0.39
```
Forces are in eV/Å.

=====

(2)
DFT (the ωB97M-V functional and the def2-TZVPD basis) results for a molecular structure, C33H31MgN3S3Se2Si2Te2 in a non-equilibrium geometry.

Values from the calculation:
Molar mass (g mol⁻¹): 1059.4
Total charge: -2
Max |F| (eV/Å): 1.795
HOMO (spin up / spin down) (eV): -0.4663 / -0.6022

XYZ file:
```
77
Properties=species:S:1:pos:R:3:forces:R:3:mulliken_charge:R:1
Te 0.328784 2.407456 5.087110 -0.35 0.07 0.04 -0.35
Te 2.881384 1.415956 5.208910 0.40 0.01 0.04 -0.26
Se 3.466884 0.496656 2.982610 -0.21 -0.02 -0.30 -0.40
Se -0.158716 2.909056 2.694210 0.20 -0.25 -0.30 -0.35
S -3.550116 4.994956 -2.861390 -0.20 -0.28 0.75 -0.26
S -5.369216 -0.121844 1.059310 0.86 0.15 0.15 -0.27
S 6.607984 -1.036744 -2.568290 -0.21 -0.27 0.66 -0.25
Si -0.184016 -1.312644 2.803910 -0.11 -0.90 0.90 0.61
Si -0.062116 -1.400544 -0.712590 -0.71 -1.06 -0.66 0.47
Mg 0.450384 0.488056 1.087110 0.80 1.50 0.59 1.04
N -0.167616 1.879656 -0.476890 0.38 -0.44 0.30 0.47
N 2.095084 0.415456 -0.457490 -0.27 0.37 0.43 0.23
N -2.835116 0.122256 1.365610 0.70 -0.53 -0.43 0.78
C -5.071016 4.788856 -0.803490 -0.36 0.37 -0.36 -0.68
C -1.694716 -3.696944 2.401810 -0.21 -0.31 0.14 -0.50
C -5.031916 5.355556 -2.040990 0.31 -0.08 -0.21 -0.36
C -3.716816 -0.649644 0.842810 -0.82 -0.01 -0.02 -0.43
C -1.703216 3.392556 -1.552090 1.04 -0.57 -0.06 0.36
C 1.129284 -2.367644 -1.895890 -0.21 0.39 0.55 -1.26
C 1.883984 1.269956 -1.501290 0.18 0.10 -0.53 -0.48
C -1.486416 -0.960244 4.207810 0.23 0.14 -0.52 -1.10
C 7.009884 -2.509844 -0.510890 0.42 -0.11 -0.29 -0.57
C -2.966216 4.051256 -1.496590 -1.09 0.58 -0.10 0.62
C 2.810884 1.350356 -2.588590 0.10 -0.25 0.33 1.03
C -1.386116 -0.752144 -1.957190 0.30 -0.04 0.33 -1.22
C 4.194184 -0.257144 -1.429290 -0.87 0.61 -0.18 0.89
C -4.749116 1.235556 1.928810 -0.12 -0.37 -0.19 -0.26
C -0.821716 3.520056 -2.646290 -0.03 -0.14 0.39 -1.24
C -1.016716 -2.684244 1.735610 0.23 0.33 0.45 0.64
C -3.912716 4.062356 -0.490890 0.66 -0.19 -0.19 -0.31
C -2.310716 -4.733444 1.724810 -0.11 -0.12 0.07 -0.81
C 1.338684 2.928456 -3.697090 0.37 -0.03 -0.32 -1.11
C -2.246916 -4.774544 0.342510 -0.14 -0.15 -0.10 -0.73
C -0.956116 -2.724844 0.344910 0.24 0.18 -0.47 0.07
C -1.568716 -3.775344 -0.331190 -0.14 -0.22 -0.17 -0.45
C -1.286616 2.545956 -0.505390 -0.83 0.59 -0.18 -0.30
C 3.197184 -0.300544 -0.444190 0.57 -0.22 -0.05 -1.41
C 5.382084 -1.043744 -1.307490 0.97 -0.61 -0.10 0.47
C 3.965584 0.595656 -2.535990 -0.15 -0.12 0.38 -1.17
C -3.392316 1.183056 1.990110 -0.83 0.52 0.38 -1.04
C 2.490084 2.221556 -3.676090 -0.24 0.36 -0.29 -1.07
C 1.174284 -2.290044 3.780710 -0.29 0.30 -0.37 -1.16
C 7.589584 -2.156844 -1.689990 -0.24 0.22 -0.13 -0.37
C 0.386584 2.849256 -2.636190 -0.28 -0.08 0.41 0.96
C 0.704484 2.015556 -1.516890 0.07 0.24 -0.62 -0.78
C 5.771884 -1.887744 -0.292390 -0.45 0.45 -0.22 -0.50
H -2.171116 -0.203044 -1.448490 -0.14 0.14 0.13 0.20
H -1.522716 -3.821544 -1.411690 0.01 0.01 -0.17 0.17
H 4.702184 0.656456 -3.328790 -0.07 0.08 -0.09 0.39
H -1.104416 4.147656 -3.482490 0.16 0.02 -0.13 0.39
H -5.911716 4.890656 -0.133290 -0.04 0.03 0.03 0.37
H -2.484116 -0.846744 3.789310 -0.16 0.00 -0.09 0.38
H 1.587384 -1.691044 -2.612190 0.09 0.22 -0.13 0.31
H 0.607484 -3.138244 -2.461990 -0.24 -0.08 0.00 0.47
H 1.909084 -2.711944 3.101910 0.20 -0.03 -0.17 0.25
H 0.760084 -3.110744 4.367610 -0.30 -0.12 0.03 0.39
H 1.710284 -1.632744 4.461810 0.05 0.18 0.01 0.23
H 1.932684 -2.851944 -1.350590 0.20 -0.11 0.16 0.26
H -2.725116 -5.579244 -0.202790 -0.02 -0.05 -0.05 0.37
H -1.930716 2.422656 0.354810 0.02 -0.03 0.05 -0.04
H -1.743016 -3.682444 3.481910 -0.01 0.04 0.17 0.29
H 5.191584 -2.031644 0.599010 -0.16 0.00 0.23 0.50
H 3.196384 2.305156 -4.494890 0.01 -0.02 -0.01 0.38
H -1.527316 -1.752844 4.956710 0.14 -0.21 -0.02 0.39
H -2.749316 1.887556 2.492010 0.19 0.19 0.12 0.47
H -1.853416 -1.569044 -2.506290 -0.01 -0.26 -0.05 0.47
H 1.105384 3.581956 -4.528990 0.04 0.01 -0.08 0.37
H 8.529084 -2.473444 -2.095390 0.22 -0.10 -0.07 0.43
H 3.300984 -0.958444 0.410210 0.05 -0.02 0.11 0.60
H 7.454984 -3.197344 0.187610 0.11 -0.10 0.10 0.37
H -3.771216 3.573256 0.455910 0.08 -0.14 0.12 0.51
H -1.244316 -0.036244 4.733210 0.08 0.01 -0.04 0.11
H -5.764716 5.959356 -2.539590 -0.20 0.11 0.00 0.43
H -0.942016 -0.083844 -2.690090 0.16 0.17 -0.12 0.34
H -5.420916 1.959256 2.336910 -0.10 0.30 0.18 0.49
H -2.838916 -5.508244 2.267410 -0.02 -0.05 0.05 0.36
H -3.496716 -1.561944 0.325510 0.14 -0.31 -0.20 0.17
```
Forces are in eV/Å.

=====

(3)
DFT (the ωB97M-V functional and the def2-TZVPD basis) results for a molecular structure, C33H31N6O4ReS3 in a non-equilibrium geometry.

Values from the calculation:
Molar mass (g mol⁻¹): 858.1
Total charge: +1
Spin multiplicity: 4
Max |F| (eV/Å): 3.481
HOMO (spin up / spin down) (eV): -10.0675 / -10.4333

XYZ file:
```
78
Properties=species:S:1:pos:R:3:forces:R:3:mulliken_charge:R:1
Re -0.796389 0.648866 -1.120205 3.05 1.48 -0.62 1.57
S 3.628704 0.617914 -1.596635 -2.02 -1.52 -0.25 -0.07
S -0.347626 1.952624 1.974234 -2.91 -1.60 -0.50 1.28
S 1.359349 -2.068364 -2.129026 1.26 1.14 1.70 1.38
O 0.094607 -2.699637 -2.248865 -1.15 -0.42 -0.32 -0.75
O 2.228392 -1.928122 -3.259924 -0.02 0.01 0.04 -0.71
O 0.319025 2.885635 1.123978 -0.54 0.37 0.08 -0.52
O -1.626526 2.215291 2.646227 2.19 0.20 -0.70 -0.59
N 1.264892 1.603252 -1.075737 -1.16 -1.84 -0.70 -0.23
N 0.994011 -0.546211 -1.486893 -0.36 -2.50 -0.97 -0.99
N -0.760389 1.271758 -3.371686 -0.60 0.26 0.17 -0.14
N -2.043947 -0.852187 -0.852636 -0.98 -3.17 0.70 0.46
N 4.213570 -4.331676 2.550463 0.47 0.27 -0.73 -0.48
N -0.793908 0.529157 0.895778 1.52 1.79 1.35 -0.52
C 1.342133 2.433176 4.008024 0.49 -0.73 0.58 -0.92
C 0.496328 1.109347 -4.140273 -0.70 0.13 -1.35 -1.14
C -3.638899 -2.507847 -1.455177 -0.20 -1.21 1.93 -1.14
C 4.237146 -3.785390 0.181071 -1.12 0.08 1.00 -0.87
C 3.581280 -3.816231 1.450227 0.09 0.27 -0.09 0.85
C -2.177924 -1.309545 0.472036 0.72 1.03 0.01 0.45
C 0.835826 1.438514 3.166224 0.60 -0.40 -0.83 0.45
C -2.973862 2.423678 -0.019940 0.16 -0.42 -0.22 -0.29
C -2.928603 -2.817085 2.202261 0.15 -0.97 1.09 -0.68
C -2.595758 -1.678144 -1.769968 -0.14 1.18 0.08 0.20
C -2.273389 -2.082027 3.157680 0.10 1.15 -0.82 -1.08
C -2.848194 4.254553 -2.114884 0.53 -0.88 -1.16 -0.82
C -3.643051 4.472611 -0.989605 0.27 2.09 -1.00 -0.66
C 3.446136 2.258723 -1.290383 -2.45 1.31 0.40 -0.58
C -3.882235 -2.896349 -0.123392 0.87 0.32 -0.76 -0.84
C 3.550926 -3.240271 -0.890004 0.50 -0.61 -1.33 -0.31
C 2.114449 2.627973 -1.023260 3.29 1.13 0.01 -0.90
C 1.856969 0.446470 -1.416194 1.68 1.19 0.36 0.63
C -1.841740 0.568164 -4.150265 -0.40 0.84 1.56 -1.25
C -2.109525 2.160351 -1.110678 -1.46 0.57 0.21 1.04
C 2.766470 0.681489 4.996692 0.54 2.32 0.20 -0.68
C -2.119689 3.067199 -2.189776 0.76 -0.55 -0.09 0.75
C -2.964493 -2.407976 0.853828 -0.90 0.36 -0.66 0.82
C 2.274837 -3.291378 1.583702 -0.10 -0.26 -0.40 -0.57
C -1.478261 -0.513680 1.455364 -1.56 -0.70 0.07 0.73
C -1.136936 2.708354 -3.327367 -0.15 1.80 0.30 -1.23
C -1.711997 -0.814061 2.792181 0.42 0.81 0.74 -0.70
C 2.459126 -0.133168 3.940514 -0.51 -1.13 0.11 -0.42
C 2.243201 -2.783698 -0.756333 0.00 0.12 -0.79 -0.29
C 1.593932 -2.855348 0.459813 -0.37 0.20 0.67 -0.35
C -3.652460 3.621414 0.075289 -0.41 -0.84 1.01 -0.74
C 2.279334 2.038701 4.967202 -0.16 -1.21 -0.22 -0.50
C 1.438352 0.195644 3.051576 0.34 0.01 -0.12 0.18
H -1.480003 3.034599 -4.326109 -0.16 -0.24 0.32 0.57
H 0.536909 -2.573711 0.548879 0.45 0.07 -0.05 0.35
H 0.712126 0.040998 -4.227822 0.19 0.27 0.01 0.45
H 4.316113 2.830482 -1.473169 0.44 0.94 0.31 0.48
H -2.772378 0.662219 -3.530111 0.66 -0.26 -0.80 0.42
H 1.319728 1.659406 -3.719882 0.23 0.07 0.44 0.27
H 2.931137 -1.111531 3.845482 -0.04 0.25 0.00 0.43
H -3.386300 -3.769703 2.494518 0.02 0.45 -0.25 0.39
H -2.169520 -2.388226 4.193258 -0.41 -0.05 -0.14 0.48
H -1.515741 -0.000951 3.560534 0.14 -1.55 -0.89 0.43
H 3.970387 -3.315619 -1.922974 -0.20 0.38 1.05 0.43
H 3.537015 0.393671 5.734018 -0.64 0.19 -0.44 0.36
H -2.727939 4.918627 -2.998228 -0.63 -0.12 0.97 0.42
H 2.628801 2.771516 5.681258 0.11 -0.08 0.02 0.42
H 1.748551 -3.277139 2.540638 0.31 -0.21 -0.17 0.45
H -4.147003 -2.926595 -2.284691 -0.60 -0.53 -0.43 0.51
H 1.235699 -0.497010 2.231926 -0.32 0.30 0.27 0.11
H -4.198794 5.410353 -0.945968 0.08 -0.24 0.07 0.36
H -1.993236 1.012110 -5.138071 0.14 0.04 0.13 0.41
H -1.504472 -0.440228 -4.233274 -0.13 -0.82 -0.27 0.39
H 5.209736 -4.255694 0.094165 -0.04 0.18 -0.19 0.33
H 0.324349 1.539266 -5.170239 0.18 -0.50 0.86 0.42
H -3.147852 1.663339 0.741575 0.38 0.34 -0.03 0.26
H -4.688074 -3.584212 0.161973 0.43 0.29 -0.23 0.49
H 5.132900 -4.716325 2.428674 -0.04 -0.10 0.16 0.18
H 1.077337 3.472564 3.867126 -0.28 -0.06 0.27 0.47
H 3.718816 -4.561080 3.381797 -0.25 -0.09 0.28 0.21
H 1.787028 3.613498 -0.693621 0.10 -0.34 -0.36 0.50
H -4.178041 3.851619 1.012502 -0.02 -0.07 -0.67 0.43
H -0.260800 3.358500 -3.145736 0.10 -0.69 -0.02 0.39
H -2.289685 -1.687214 -2.803649 0.16 0.74 0.05 0.34
```
Forces are in eV/Å.

=====

The highest total charge belongs to which entry?
C33H31IN9O3PrS